{
  "formula": "C22H26ClNdO4P2",
  "method": "ωB97M-V with the def2-TZVPD basis set",
  "total_charge": 2,
  "lumo_ev": [-8.8, -8.8],
  "e_above_lowest_kcal_mol": 0.0,
  "spin_multiplicity": 4,
  "e_homo_ev": [-14.02, -14.02],
  "elements": ["C", "H", "C", "O", "C", "C", "H", "H", "C", "H", "H", "C", "C", "H", "Nd", "H", "H", "C", "C", "C", "C", "O", "Cl", "H", "H", "H", "H", "H", "C", "H", "H", "H", "H", "C", "C", "C", "O", "C", "H", "H", "P", "H", "C", "H", "P", "C", "H", "C", "H", "O", "C", "H", "H", "C", "H", "C"],
  "coordinates": [[-4.9396, -2.9532, -0.6555], [-0.1103, -6.8957, -1.1618], [-1.9247, 0.0031, -4.5193], [1.8534, -0.1120, 2.2497], [-1.0086, -0.2637, 1.2151], [0.9498, 4.4364, -0.8901], [-3.8369, -3.9006, 2.4289], [-5.8557, -2.8800, -1.2404], [-3.7316, -2.5030, -1.2033], [2.0118, -2.3803, -1.1845], [-5.9200, -3.7784, 1.0783], [-1.7360, -0.9771, -5.5121], [-3.8073, -3.5220, 1.4115], [-1.9265, -0.7326, -6.5591], [1.3958, -0.4831, 0.2351], [2.8402, 4.2475, 1.2311], [-1.0966, -3.0085, -5.9427], [-0.4850, -4.7599, -1.1353], [1.5884, 0.0710, 3.6301], [-1.2288, -1.5943, -2.8168], [0.3296, -5.9017, -1.0961], [1.4568, 3.1864, 2.4073], [1.6743, 1.3086, -1.5626], [-0.6099, -3.5353, -3.5635], [-1.7037, -3.1064, 1.4826], [1.0719, -0.8076, 4.0588], [-1.7965, 0.4454, -2.4172], [4.4560, -1.2633, -1.2367], [-2.6048, -3.0618, 0.8707], [-1.5615, -4.8879, -1.2117], [1.9174, 4.9645, -0.9067], [4.1449, -0.9334, -1.8431], [3.3005, 3.8700, 2.9295], [-1.0014, -2.5514, -3.8222], [-4.9763, -3.4618, 0.6402], [1.4887, -3.3407, -1.0124], [-1.9889, -0.1009, 1.8047], [0.0853, -3.4802, -1.0729], [3.3668, -4.3533, -0.7441], [2.3567, -6.6288, -0.8969], [-0.9530, -1.9368, -1.0482], [0.9193, 0.9360, 3.7704], [2.2938, -4.4787, -0.8890], [3.2787, 2.5389, 1.7334], [0.1717, 3.2403, 1.4449], [-2.5505, -2.5553, -0.4336], [-2.2611, 1.0081, -4.8006], [2.8111, 3.4890, 2.0309], [2.5199, 0.2367, 4.1851], [0.3890, 4.4971, 0.4373], [-1.2689, -2.2508, -5.1588], [-3.7219, -2.1049, -2.2088], [0.2573, 4.9064, -1.5899], [-1.6680, -0.3107, -3.1917], [1.0765, 3.3868, -1.2055], [1.7157, -5.7496, -0.9602]],
  "forces_ev_per_a": [[0.322, 0.105, -0.002], [0.097, 0.265, 0.001], [0.020, -0.272, -0.482], [-0.461, 0.159, -1.088], [-3.462, 1.346, 2.886], [0.593, -0.018, -1.733], [0.002, 0.019, -0.178], [0.254, -0.075, 0.117], [0.163, -0.118, 0.581], [-0.233, -0.431, -0.057], [0.175, -0.009, -0.146], [0.107, 0.064, 0.424], [0.044, 0.220, -0.489], [0.037, -0.108, 0.353], [0.300, -0.949, 0.907], [-0.002, -0.419, 0.361], [-0.111, 0.487, 0.565], [0.461, -0.253, 0.233], [-0.309, -0.107, 0.314], [0.171, 0.343, -0.648], [0.306, 0.673, -0.051], [-2.765, -0.565, -1.845], [0.000, -0.106, 0.227], [-0.155, 0.229, -0.084], [-0.090, -0.045, -0.087], [0.316, 0.269, -0.216], [-0.061, -0.045, -0.171], [-0.174, 0.152, -0.265], [-0.331, -0.111, 0.159], [0.139, 0.161, 0.072], [-0.496, -0.201, 0.163], [0.092, -0.145, 0.342], [-0.079, -0.044, -0.209], [-0.094, 0.048, 0.180], [0.259, 0.123, 0.221], [-0.241, -0.585, 0.196], [3.302, -0.723, -2.281], [-0.021, 0.425, -0.096], [-0.230, -0.188, -0.237], [-0.182, 0.228, 0.001], [-0.004, -1.469, -1.250], [0.297, -0.189, 0.042], [-0.107, 0.161, -0.156], [-0.192, 0.381, 0.041], [2.321, 2.949, 0.057], [-0.620, 0.135, 0.017], [0.137, -0.479, 0.163], [1.095, 0.581, -0.032], [-0.208, -0.019, -0.151], [-0.509, -2.907, 2.499], [-0.021, 0.173, -0.252], [0.066, -0.001, -0.018], [0.032, 0.154, 0.326], [0.111, -0.193, 0.273], [0.001, 0.878, 0.292], [-0.061, 0.043, 0.212]],
  "lowdin_spin": [0.000, 0.000, 0.000, -0.016, -0.003, 0.000, 0.000, 0.000, -0.001, -0.001, 0.000, 0.000, 0.000, 0.000, 3.036, 0.000, 0.000, 0.000, -0.001, 0.000, 0.000, 0.001, -0.007, 0.000, 0.000, 0.000, 0.000, 0.000, 0.000, 0.000, 0.000, 0.000, 0.000, 0.000, 0.000, -0.002, 0.001, 0.000, 0.000, 0.000, -0.005, 0.000, 0.000, 0.000, 0.001, -0.001, 0.000, 0.000, 0.000, 0.000, 0.000, 0.000, 0.000, 0.000, 0.000, 0.000]
}


{
  "formula": "C22H26F3N3O",
  "method": "ωB97M-V with the def2-TZVPD basis set",
  "lumo_ev": -1.8,
  "e_homo_ev": -7.67,
  "elements": ["N", "C", "H", "H", "H", "H", "C", "C", "H", "H", "C", "H", "H", "F", "H", "C", "C", "O", "H", "C", "C", "H", "C", "C", "C", "C", "C", "C", "H", "C", "H", "C", "C", "H", "H", "H", "H", "F", "C", "C", "H", "H", "C", "H", "H", "H", "C", "N", "N", "C", "H", "H", "H", "F", "H"],
  "coordinates": [[-3.6433, 4.1451, -2.4876], [-5.0403, 4.1686, -2.0648], [-5.1662, 4.7622, -1.1361], [4.8412, -2.8529, 6.3198], [0.6505, -3.1537, -2.4217], [-2.0935, 5.4248, -3.1091], [-3.1162, 5.4845, -2.7266], [-2.8259, 3.0447, -2.2315], [3.3782, -3.0987, 0.5341], [-5.6511, 4.6418, -2.8468], [2.1507, -0.3774, 2.1731], [5.6719, 0.0000, 5.6667], [1.3945, 0.4112, 2.0834], [-3.3760, -1.6030, -3.7870], [-3.7477, 5.9928, -3.4685], [-0.4385, -3.3410, -2.6209], [5.8336, -0.8120, 4.9349], [-2.6348, -2.8528, -0.5324], [0.0121, -0.9279, -2.3420], [2.2858, -1.3370, 1.1315], [-1.9440, 0.8428, -2.8503], [3.1751, -2.7484, 5.6728], [2.9244, -0.4325, 3.3268], [-2.3738, -2.4252, -1.6608], [-0.2184, -0.2786, -1.4713], [4.0418, -2.4190, 2.4690], [3.2657, -2.3543, 1.3224], [1.4697, -1.3346, -0.0386], [4.7797, -3.2103, 2.5888], [-1.2730, 1.8696, -0.7502], [-3.1256, 6.1046, -1.8110], [-1.1587, 0.7768, -1.6695], [4.0837, -2.1781, 5.8995], [6.2036, -0.3812, 3.9976], [-0.7278, 1.8595, 0.1885], [-0.7535, -4.2177, -2.0254], [-3.3871, 1.9227, -4.0038], [-3.8686, -3.6031, -3.1002], [-2.0307, 2.9921, -1.0627], [0.6173, -0.3095, -0.3751], [3.8493, -1.4208, 6.6697], [-2.0526, 3.8399, -0.3729], [3.8771, -1.4640, 3.5114], [6.5945, -1.4851, 5.3536], [-0.5946, -3.5898, -3.6674], [2.8011, 0.3106, 4.1178], [-2.7786, 1.9175, -3.1067], [4.6122, -1.5587, 4.6981], [-1.1782, -2.1644, -2.2171], [-3.5744, -2.3431, -2.6604], [0.6584, 0.6162, 0.2095], [1.5410, -2.1773, -0.7317], [-1.8464, 0.0309, -3.5611], [-4.6970, -1.8553, -2.0726], [-5.3965, 3.1485, -1.8853]],
  "forces_ev_per_a": [[-0.843, 0.849, -0.845], [0.332, -0.172, 0.064], [0.001, -0.242, -0.210], [-0.177, -0.011, 0.018], [-0.668, -0.385, -0.438], [-0.163, 0.040, 0.053], [0.144, -0.405, 0.399], [0.794, -1.282, 0.457], [0.049, 0.094, 0.208], [0.041, -0.167, 0.169], [-0.151, -0.138, -0.330], [0.091, -0.058, -0.182], [0.334, -0.370, 0.089], [0.025, -0.434, 0.778], [0.164, -0.124, 0.090], [0.775, -0.018, 1.309], [-0.310, 0.054, -0.217], [0.131, 0.906, -1.534], [0.279, 1.550, 0.655], [1.296, -0.240, 1.825], [0.545, 0.134, 0.460], [0.242, 0.122, 0.067], [0.353, -0.530, -0.224], [-0.251, -1.113, 1.167], [0.316, -1.388, -2.708], [-0.158, 0.662, 0.589], [-0.676, 0.515, -0.275], [-1.085, 1.133, -1.335], [-0.158, 0.175, 0.045], [0.027, -0.373, -0.767], [0.090, -0.078, -0.163], [-1.190, 1.543, 0.026], [-0.186, 0.191, -0.270], [-0.036, -0.100, 0.235], [-0.143, 0.051, -0.171], [0.387, 0.160, -0.109], [0.037, 0.083, 0.048], [0.280, 0.632, 0.324], [-0.186, -0.175, -0.210], [1.900, -0.409, 2.079], [-0.053, -0.189, -0.100], [-0.029, -0.275, -0.206], [-0.704, 0.057, -1.069], [0.012, 0.158, -0.110], [0.152, 0.099, -0.302], [-0.012, -0.235, -0.246], [-0.069, 0.751, 0.617], [0.717, -0.390, 0.626], [-1.311, -0.178, -0.365], [-1.206, 0.061, -0.223], [-0.157, -0.700, 0.145], [-0.096, 0.063, 0.379], [-0.114, 0.093, 0.091], [0.594, -0.234, -0.336], [0.022, 0.240, -0.066]],
  "lowdin_charge": [-0.243, -0.072, 0.085, 0.080, 0.071, 0.089, -0.080, -0.239, 0.114, 0.082, -0.012, 0.081, 0.108, 0.098, 0.083, -0.118, -0.080, 0.090, 0.112, -0.212, -0.007, 0.092, 0.003, -0.437, -0.007, 0.005, -0.019, 0.020, 0.116, 0.000, 0.081, -0.186, -0.079, 0.090, 0.100, 0.090, 0.118, 0.118, 0.001, -0.062, 0.081, 0.119, -0.248, 0.080, 0.073, 0.120, 0.022, -0.255, -0.090, -0.495, 0.092, 0.112, 0.105, 0.119, 0.091]
}


Number 2 is which compound?
C22H26F3N3O